Record 1
# CH3ClO3S

A cluster of 2 separate species, CH3ClO3S in total in a non-equilibrium geometry (ωB97M-V/def2-TZVPD, the Open Molecules 2025 dataset).

Values from the calculation:
* E: -1123.9408 hartree
* strongest force on any atom: 3.265 eV/A
* frontier orbital gap: 10.362 eV
* LUMO: 0.0040 hartree
* E_HOMO: -10.25 eV

Last column: natural (NBO) charge in e.
Positions of all 9 atoms, in Å:
C 2.0102 0.6467 0.4838  0.32
O -1.2196 -1.5725 0.0344  -0.89
O -0.9177 0.5286 -1.0884  -0.91
O 0.9896 0.2458 0.9183  -0.52
S -1.4125 0.0297 0.1180  1.68
Cl -3.6517 0.1979 -0.1700  -0.41
H 1.9508 1.3889 -0.2417  0.10
H 2.9959 0.3869 0.7560  0.11
H -0.7449 -1.8520 -0.8104  0.51



Record 2
# C6H20N5

The ion C6H20N5 with charge +1 in a non-equilibrium geometry (ωB97M-V/def2-TZVPD, the Open Molecules 2025 dataset).

Values from the calculation:
* charge: +1
* E: -514.0160 hartree
* strongest force on any atom: 5.640 eV/A
* frontier orbital gap: 9.599 eV
* LUMO: -0.1082 hartree
* E_HOMO: -12.54 eV
* SMILES: CCN[C@]([NH3+])(NC)NN(C)C

Last column: natural (NBO) charge in e.
Positions of all 31 atoms, in Å:
C 3.2882 0.8506 -1.0184  -0.62
C 1.7985 1.2134 -1.2211  -0.26
N 0.9502 0.1464 -0.6546  -0.65
C -0.1403 0.4956 0.0989  0.66
N -1.2345 1.1710 -0.9635  -0.79
N 0.0994 1.4731 1.0576  -0.66
C 1.3190 1.5811 1.7229  -0.42
N -0.9174 -0.5500 0.6882  -0.55
N -2.0170 -1.2373 0.1392  -0.30
C -3.0971 -1.1831 1.1676  -0.43
C -1.7635 -2.5943 -0.2003  -0.43
H 3.6513 -0.1506 -1.4207  0.23
H 4.1180 1.5500 -1.3800  0.25
H 3.3120 0.7244 0.1999  0.20
H 1.5868 2.1542 -0.6891  0.23
H 1.6574 1.2947 -2.3246  0.20
H 0.8256 -0.6674 -1.3446  0.41
H -0.9739 0.7682 -1.8654  0.43
H -1.3919 2.1625 -1.1541  0.43
H -2.2028 0.9697 -0.6535  0.45
H -0.6286 1.8892 1.6452  0.41
H 1.5744 2.7426 1.5187  0.18
H 1.3867 1.4331 2.7716  0.21
H 2.1365 1.0807 1.3279  0.21
H -0.4310 -0.9958 1.4397  0.38
H -3.8563 -1.9397 0.9185  0.22
H -2.7651 -1.3236 2.1454  0.19
H -3.4121 -0.1688 1.3751  0.20
H -0.8438 -2.5898 -0.8491  0.20
H -1.5458 -3.3733 0.6151  0.19
H -2.6875 -2.9026 -0.7764  0.22



Record 3
# O2

The molecule O2 in a non-equilibrium geometry (ωB97M-V/def2-TZVPD, the Open Molecules 2025 dataset).

Values from the calculation:
* E: -150.1862 hartree
* strongest force on any atom: 10.350 eV/A
* frontier orbital gap: 7.597 eV
* LUMO: -0.1698 hartree
* E_HOMO: -12.22 eV
* SMILES: O=O

Last column: natural (NBO) charge in e.
Positions of all 2 atoms, in Å:
O -0.2967 0.0866 0.7307  0.00
O 0.2967 -0.0866 -0.7307  0.00



Record 4
# C3H12N2OS

A cluster of 2 separate species, C3H12N2OS in total in a non-equilibrium geometry (ωB97M-V/def2-TZVPD, the Open Molecules 2025 dataset).

Values from the calculation:
* E: -704.3513 hartree
* strongest force on any atom: 4.680 eV/A
* frontier orbital gap: 9.789 eV
* LUMO: 0.0348 hartree
* E_HOMO: -8.84 eV
* SMILES: NC[C@H](N)CS.O

Last column: natural (NBO) charge in e.
Positions of all 19 atoms, in Å:
N 0.6549 -1.9657 -0.6759  -0.87
C 0.1496 -0.6895 -0.9186  -0.19
C 1.0710 0.3665 -0.2236  -0.10
N 1.1612 0.2755 1.2996  -0.90
C 0.3670 1.6667 -0.4498  -0.50
S 1.3800 3.0306 0.3581  -0.06
H 1.3128 -1.8751 0.1809  0.40
H 0.8711 -2.4080 -1.5176  0.38
H 0.3274 -0.3689 -1.9334  0.18
H -0.9575 -0.3851 -0.6464  0.15
H 1.9771 0.0169 -0.6316  0.21
H 1.7581 1.0044 1.6101  0.37
H 0.3042 0.2669 1.9431  0.37
H 0.3394 1.8794 -1.5917  0.23
H -0.5029 1.5676 0.2254  0.24
H 2.3988 2.6082 -0.2757  0.10
O -5.1030 -4.6843 0.2045  -0.95
H -5.5759 -5.5359 0.0212  0.47
H -5.7476 -4.0169 0.4367  0.47



Record 5
# C6H11N

The molecule C6H11N (ωB97M-V/def2-TZVPD, the Open Molecules 2025 dataset).

Values from the calculation:
* E: -289.9049 hartree
* strongest force on any atom: 0.729 eV/A
* frontier orbital gap: 10.737 eV
* LUMO: 0.0377 hartree
* E_HOMO: -9.71 eV
* SMILES: CC[C@H](C)C1=NC1

Last column: natural (NBO) charge in e.
Positions of all 18 atoms, in Å:
C 2.0846 0.4242 0.0451  -0.62
C 1.1224 -0.6806 -0.3877  -0.38
C -0.3628 -0.2721 -0.4997  -0.28
C -0.5787 1.0111 -1.3113  -0.60
C -1.0258 -0.1699 0.8330  0.26
N -1.0724 0.5039 1.8922  -0.33
C -2.0282 -0.6970 1.7412  -0.33
H 2.1411 1.2232 -0.7023  0.20
H 3.0962 0.0195 0.1606  0.22
H 1.7890 0.8707 1.0009  0.22
H 1.2006 -1.5262 0.3070  0.21
H 1.4296 -1.0609 -1.3702  0.20
H -0.8829 -1.0887 -1.0134  0.22
H -1.6446 1.2517 -1.3835  0.22
H -0.0746 1.8692 -0.8546  0.22
H -0.1911 0.8815 -2.3292  0.21
H -1.8215 -1.5783 2.3596  0.18
H -3.0905 -0.4699 1.5970  0.18



Record 6
# C4H9NO2

The molecule C4H9NO2 (ωB97M-V/def2-TZVPD, the Open Molecules 2025 dataset).

Values from the calculation:
* E: -363.0653 hartree
* strongest force on any atom: 0.444 eV/A
* frontier orbital gap: 10.728 eV
* LUMO: 0.0344 hartree
* E_HOMO: -9.79 eV
* SMILES: CCNC(=O)OC

Last column: natural (NBO) charge in e.
Positions of all 16 atoms, in Å:
C -1.9731 0.7251 1.0192  -0.63
C -1.7382 -0.5684 0.2474  -0.22
N -0.6796 -0.3817 -0.7328  -0.63
C 0.6066 -0.3852 -0.2451  0.88
O 0.9317 -0.6596 0.8912  -0.65
O 1.4796 -0.0676 -1.2174  -0.51
C 2.8326 0.0015 -0.7796  -0.26
H -1.1247 0.8953 1.6910  0.23
H -2.0144 1.5704 0.3085  0.19
H -2.9010 0.7060 1.6032  0.21
H -1.4282 -1.3700 0.9233  0.22
H -2.6326 -0.9097 -0.2852  0.19
H -0.8658 0.3759 -1.3799  0.39
H 3.4306 0.0969 -1.6858  0.19
H 2.9706 0.8705 -0.1313  0.19
H 3.1059 -0.8994 -0.2267  0.20



Record 7
# C23H39Cl2N4O4Sr

A structure of composition C23H39Cl2N4O4Sr in a non-equilibrium geometry (ωB97M-V/def2-TZVPD, the Open Molecules 2025 dataset).

Values from the calculation:
* charge: -1
* E: -2370.9720 hartree
* strongest force on any atom: 4.217 eV/A
* frontier orbital gap (spin up / spin down): 5.734 / 1.893 eV
* LUMO (spin up / spin down): 0.0651 / 0.0650 hartree
* E_HOMO (spin up / spin down): -3.96 / -0.12 eV

Last column: Löwdin charge in e.
Positions of all 73 atoms, in Å:
O 0.7884 2.1526 -3.3128  -0.17
C 1.2791 1.8912 -4.4104  -0.37
C 1.9868 2.8010 -5.4125  -0.24
C 2.5564 3.9760 -4.9110  -0.10
H 2.7677 4.0449 -3.8441  0.09
C 2.8134 5.0666 -5.7539  -0.14
H 3.1465 6.0020 -5.3195  0.07
C 2.6086 4.9384 -7.1429  -0.19
H 2.7325 5.8116 -7.7889  0.06
C 2.2461 3.6892 -7.6785  -0.16
H 2.1730 3.5843 -8.7715  0.08
C 1.9682 2.6049 -6.8196  -0.10
H 1.7453 1.6172 -7.2391  0.09
H 1.2649 0.8344 -4.7510  0.04
C -2.8795 1.0223 -2.8364  -0.12
C -2.9080 -0.0539 -1.8857  -0.14
H -3.8091 1.0456 -3.4235  0.08
H -2.0291 0.9179 -3.5299  0.06
H -2.7659 1.9913 -2.3114  0.08
C -3.5404 -0.9252 -1.1665  -0.21
C -5.0618 -1.0032 -1.1093  -0.11
H -3.0190 -1.5896 -0.4644  0.08
H -5.5273 -0.4069 -1.9140  0.07
H -5.4206 -0.6463 -0.1279  0.06
H -5.3518 -2.0566 -1.2270  0.06
Sr 0.1932 0.3390 -0.6040  1.09
Cl -0.7128 2.8721 0.0715  -0.32
Cl 0.0317 -1.0920 -3.1075  -0.17
C -2.3474 0.5788 2.1396  -0.33
O -1.4390 -0.1378 1.7146  -0.08
N -3.1022 0.3387 3.2382  -0.20
C -2.9120 -0.8188 4.1080  -0.05
C -4.1812 1.2316 3.6432  -0.06
H -2.6235 1.5377 1.6347  0.10
H -2.1382 -1.4765 3.7038  0.08
H -3.8722 -1.3568 4.1929  0.09
H -2.6364 -0.4663 5.1173  0.09
H -4.2809 2.0227 2.8914  0.09
H -3.9570 1.6763 4.6266  0.09
H -5.1234 0.6654 3.7261  0.09
H -0.0309 -5.6052 0.6951  0.09
H 2.0760 -5.5385 -0.8444  0.09
C -0.5194 -4.9889 -0.0788  -0.03
C 1.4766 -4.9020 -1.5124  -0.05
N 0.4831 -4.1574 -0.7453  -0.18
H -1.2858 -4.3482 0.3741  0.09
C 0.4687 -2.8237 -0.7336  -0.43
O -0.2697 -2.0900 -0.0357  -0.19
H 2.1223 -4.1844 -2.0249  0.09
H 1.2037 -2.3769 -1.4530  0.04
H -0.9665 -5.6589 -0.8346  0.09
H 0.9732 -5.5354 -2.2540  0.09
C 1.1696 2.3167 3.0146  -0.05
N 1.6462 1.0259 3.4632  -0.08
C 1.6416 0.8051 4.8869  -0.18
C 1.9168 -0.6252 5.2878  -0.16
C 3.0124 -1.1573 4.3890  -0.17
N 2.5124 -1.0969 3.0240  -0.10
C 3.1431 -1.9822 2.0749  -0.04
C 2.0544 0.1085 2.5408  -0.43
O 1.9877 0.3510 1.2976  -0.11
H 1.4089 3.0754 3.7715  0.09
H 0.0839 2.3030 2.8442  0.06
H 1.6039 2.5696 2.0409  0.07
H 2.4203 1.4388 5.3352  0.13
H 0.6827 1.1343 5.2996  0.13
H 1.0003 -1.2354 5.2228  0.12
H 2.2500 -0.6592 6.3339  0.12
H 3.2348 -2.2042 4.6240  0.12
H 3.9416 -0.5509 4.5173  0.14
H 4.1300 -1.5902 1.7913  0.10
H 3.2711 -2.9605 2.5398  0.09
H 2.4941 -2.0804 1.2036  0.08